1.
A gas-phase ion, C3H2Cl3O3P (charge -2) in a non-equilibrium geometry, computed with wB97M-V/def2-TZVPD.

The geometry in XYZ format:
```
12
Properties=species:S:1:pos:R:3:lowdin_charge:R:1
C 0.262 0.724 1.656 -0.74
C -0.228 0.819 0.486 -0.31
C 0.900 0.453 -0.879 -1.06
O -2.513 0.087 -0.735 -0.49
O -2.578 1.985 0.937 -0.47
O -1.435 2.298 -1.367 -0.47
P -1.919 1.397 -0.248 -0.04
Cl -0.695 1.146 2.951 0.62
Cl 0.266 -1.056 -1.606 0.47
Cl 2.591 0.235 -0.508 0.47
H 1.312 0.425 1.718 0.02
H 0.742 1.144 -1.682 0.00
```

Computed properties:
Charge = -2
Largest force on an atom = 0.1258 Eh/bohr
SMILES string = O=P([O-])([O-])/C(=C\Cl)C(Cl)Cl
HOMO = 0.30 eV
HOMO-LUMO gap = 4.9 eV
LUMO level = 5.20 eV
Relative energy (zero: lowest compared OMol25 entry of this formula, charge and spin) = 0.000 eV
Calculated total energy = -56142.38980 eV

2.
C3H2ClF2I in the gas phase in a non-equilibrium geometry, computed with wB97M-V/def2-TZVPD.

The geometry in XYZ format:
```
9
Properties=species:S:1:pos:R:3:lowdin_charge:R:1
C 0.966 -0.170 -1.008 -0.68
C -0.185 -0.250 -0.386 -0.66
C -0.404 0.414 1.064 -0.42
F 0.776 0.888 1.526 0.06
F -1.346 1.410 1.023 0.02
Cl 1.273 -0.963 -2.473 0.63
I -1.809 -1.558 -0.981 0.81
H 1.723 0.472 -0.446 0.12
H -0.995 -0.244 1.682 0.12
```

Computed properties:
Largest force on an atom = 0.0549 Eh/bohr
SMILES string = FC(F)/C(I)=C/Cl
HOMO = -9.64 eV
HOMO-LUMO gap = 9.7 eV
LUMO level = 0.05 eV
Relative energy (zero: lowest compared OMol25 entry of this formula, charge and spin) = 0.068 eV
Calculated total energy = -29200.19391 eV

Q: Among the records above, which one has the highest largest force on an atom?
A: C3H2Cl3O3P

Copy entry 2 word for word.
C3H2ClF2I in the gas phase in a non-equilibrium geometry, computed with wB97M-V/def2-TZVPD.

The geometry in XYZ format:
```
9
Properties=species:S:1:pos:R:3:lowdin_charge:R:1
C 0.966 -0.170 -1.008 -0.68
C -0.185 -0.250 -0.386 -0.66
C -0.404 0.414 1.064 -0.42
F 0.776 0.888 1.526 0.06
F -1.346 1.410 1.023 0.02
Cl 1.273 -0.963 -2.473 0.63
I -1.809 -1.558 -0.981 0.81
H 1.723 0.472 -0.446 0.12
H -0.995 -0.244 1.682 0.12
```

Computed properties:
Largest force on an atom = 0.0549 Eh/bohr
SMILES string = FC(F)/C(I)=C/Cl
HOMO = -9.64 eV
HOMO-LUMO gap = 9.7 eV
LUMO level = 0.05 eV
Relative energy (zero: lowest compared OMol25 entry of this formula, charge and spin) = 0.068 eV
Calculated total energy = -29200.19391 eV

Q: What is the formula in the second record?
A: C3H2ClF2I